12
Properties=species:S:1:pos:R:3 method="wB97M-V/def2-TZVPD" homo_lumo_gap_ev=11.230 e_lumo_ev=0.7103 homo_ha=-0.3866 smiles="O=C[C@H](O)CO"
O -1.54 0.80 -0.33
C -1.13 -0.43 0.22
C 0.37 -0.54 -0.02
O 0.61 -0.35 -1.40
C 1.05 0.58 0.75
O 1.93 1.24 0.25
H -1.07 0.82 -1.18
H -1.67 -1.28 -0.22
H -1.35 -0.42 1.30
H 0.78 -1.51 0.31
H 1.34 0.29 -1.45
H 0.67 0.79 1.77

=====

25
Properties=species:S:1:pos:R:3 method="wB97M-V/def2-TZVPD" homo_lumo_gap_ev="6.649 / 6.656" e_lumo_ev="-6.3966 / -6.3914" homo_ha="-0.4794 / -0.4795" charge=+1
C -2.55 0.33 0.78
C -1.23 0.28 0.99
C -3.07 0.29 -0.54
C -0.90 0.17 -1.44
C -0.51 0.31 2.35
C 1.38 -1.55 0.08
C 1.01 -0.06 -0.12
C -1.57 2.31 -3.61
N -2.28 0.17 -1.56
N -0.40 0.24 -0.08
N -0.19 0.43 -2.50
F -0.86 2.77 -4.61
F -2.70 1.78 -3.97
F -1.58 3.04 -2.50
Cl -4.69 0.69 -0.91
H -3.16 0.39 1.61
H 0.35 0.93 2.35
H -0.17 -0.75 2.40
H -1.08 0.56 3.21
H 2.42 -1.65 -0.13
H 0.93 -2.04 0.97
H 1.00 -2.12 -0.79
H 1.56 0.61 0.49
H 1.53 0.27 -0.95
H -0.34 -0.07 -3.36

=====

17
Properties=species:S:1:pos:R:3 method="wB97M-V/def2-TZVPD" homo_lumo_gap_ev=9.798 e_lumo_ev=0.6834 homo_ha=-0.3350
C 0.31 -1.03 -0.30
C -0.64 -0.67 -1.25
C -0.53 0.65 -1.60
C 0.33 1.33 -0.63
C 0.67 0.33 0.28
C 1.00 0.54 1.53
H -0.89 -1.18 1.58
H -1.30 -2.82 0.16
H 1.17 -1.57 -0.67
H -1.04 -1.29 -1.92
H -0.95 1.13 -2.47
H 1.29 1.75 -1.02
H -0.86 1.57 0.80
H 1.28 -0.35 2.16
H 1.05 1.44 2.43
N -0.34 -2.02 0.88
O -0.54 2.18 0.04

=====

72
Properties=species:S:1:pos:R:3 method="wB97M-V/def2-TZVPD" homo_lumo_gap_ev=6.831 e_lumo_ev=-1.5424 homo_ha=-0.3077
Au -1.42 0.51 0.35
F -2.29 3.27 4.73
C -2.04 2.03 5.16
F -0.71 1.92 5.31
F -2.60 1.90 6.37
C -2.57 1.00 4.20
C -3.48 0.04 4.59
C -3.94 -0.91 3.69
C -3.47 -0.87 2.39
N -2.60 0.07 2.01
C -2.13 0.98 2.87
S -0.96 1.98 2.07
H -3.82 0.03 5.62
H -4.65 -1.67 3.98
H -3.79 -1.58 1.64
O -4.20 -1.32 -1.54
C -3.10 -1.56 -1.12
O -2.10 -0.69 -1.16
C -2.79 -2.95 -0.59
C -3.63 -3.99 -0.99
C -3.39 -5.28 -0.58
C -2.30 -5.52 0.24
C -1.45 -4.51 0.66
C -1.70 -3.22 0.23
N -2.02 -6.91 0.68
O -1.00 -7.11 1.31
O -2.83 -7.76 0.39
H -4.48 -3.75 -1.62
H -4.02 -6.10 -0.88
H -0.61 -4.74 1.29
H -1.02 -2.43 0.52
S 1.89 2.55 1.11
P 1.24 2.67 -0.71
S -0.04 1.14 -1.34
C 0.45 4.25 -1.10
C 1.26 5.38 -1.12
C 0.71 6.61 -1.45
C -0.64 6.71 -1.77
C -1.44 5.59 -1.75
C -0.90 4.35 -1.42
C 2.52 2.48 -1.98
C 2.17 2.39 -3.33
C 3.15 2.22 -4.29
C 4.49 2.14 -3.91
C 4.84 2.23 -2.57
C 3.85 2.39 -1.60
H 2.30 5.30 -0.86
H 1.34 7.50 -1.46
H -1.06 7.68 -2.03
H -2.49 5.67 -1.99
H -1.53 3.47 -1.41
H 1.13 2.46 -3.63
H 2.88 2.14 -5.33
H 5.26 2.01 -4.66
H 5.88 2.16 -2.27
H 4.10 2.45 -0.55
C 3.89 -1.87 1.88
C 2.75 -2.54 1.12
S 1.74 -1.30 0.26
O 0.49 -1.17 1.10
C 1.28 -2.28 -1.18
C 2.41 -2.29 -2.20
H 4.46 -2.61 2.44
H 3.50 -1.13 2.59
H 4.56 -1.35 1.20
H 2.04 -3.03 1.80
H 3.11 -3.26 0.40
H 0.39 -1.77 -1.57
H 0.99 -3.27 -0.84
H 2.62 -1.28 -2.55
H 2.12 -2.89 -3.06
H 3.33 -2.71 -1.79

=====

In Eh, the E values for the records above are, in order, -343.605014 -1234.507676 -363.775448 -3976.366469.
In eV Å⁻¹, the strongest force on any atom values for the records above are, in order, 0.54 5.61 6.26 0.57.
In eV, the energy above the lowest of the compared OMol25 structures with the same formula, charge and spin values for the records above are, in order, 1.3480 2.1474 6.7700 0.2914.